# 1
C37H42ClNO6P2S3SeSiTc as an isolated structure in a non-equilibrium geometry. Source: the Open Molecules 2025 dataset; level of theory: ωB97M-V/def2-TZVPD.

The geometry in ORCA input format:
```
! RIJCOSX wB97M-V def2-TZVPD def2/J DEFGRID3
* xyz 0 2
Tc 2.069 -0.652 0.175
C -5.233 3.965 -2.210
S -4.984 4.116 -0.417
C -4.362 2.446 -0.032
C -2.969 2.236 -0.596
C -2.499 0.793 -0.419
N -1.078 0.586 -0.679
P -0.016 0.475 0.651
C -0.196 2.117 1.442
C -1.268 2.401 2.282
C -1.456 3.689 2.753
C -0.579 4.696 2.388
C 0.488 4.416 1.549
C 0.678 3.132 1.071
C -0.829 -0.645 1.824
C -1.585 -1.727 1.389
C -1.941 -2.719 2.285
C -1.529 -2.650 3.605
C -0.767 -1.578 4.041
C -0.414 -0.580 3.154
P -0.212 0.867 -2.165
C -1.008 2.357 -2.892
C -1.846 2.363 -4.002
C -2.280 3.566 -4.534
C -1.878 4.768 -3.977
C -1.029 4.769 -2.880
C -0.588 3.572 -2.353
C -0.768 -0.405 -3.356
C 0.195 -0.660 -4.331
C -0.037 -1.575 -5.338
C -1.238 -2.264 -5.376
C -2.186 -2.042 -4.393
C -1.957 -1.120 -3.387
H -5.647 4.913 -2.537
H -5.935 3.162 -2.412
H -4.287 3.788 -2.713
H -5.074 1.721 -0.430
H -4.363 2.384 1.056
H -2.269 2.914 -0.107
H -2.977 2.467 -1.659
H -3.088 0.152 -1.081
H -2.699 0.478 0.611
H -1.953 1.618 2.577
H -2.294 3.905 3.401
H -0.731 5.699 2.759
H 1.171 5.199 1.265
H 1.513 2.904 0.419
H -1.854 -1.813 0.345
H -2.511 -3.571 1.941
H -1.779 -3.446 4.290
H -0.414 -1.547 5.060
H 0.233 0.232 3.467
H -2.169 1.434 -4.449
H -2.939 3.565 -5.392
H -2.218 5.702 -4.401
H -0.708 5.705 -2.446
H 0.088 3.564 -1.508
H 1.134 -0.127 -4.282
H 0.723 -1.759 -6.083
H -1.428 -2.976 -6.168
H -3.116 -2.594 -4.408
H -2.711 -0.967 -2.632
O 3.658 -2.744 1.799
S 2.263 -3.072 1.989
O 1.947 -3.428 3.350
O 1.394 -1.935 1.560
C 1.756 -4.476 0.997
C 1.522 -5.652 1.692
C 1.015 -6.760 1.035
C 0.745 -6.696 -0.325
C 0.993 -5.528 -1.021
C 1.487 -4.415 -0.354
S 1.713 -2.919 -1.372
O 2.858 -2.293 -0.572
O -0.075 -3.080 -1.876
O 0.393 -2.078 -0.958
H 1.720 -5.668 2.752
H 0.824 -7.672 1.579
H 0.326 -7.553 -0.831
H 0.770 -5.444 -2.074
C 5.823 1.677 3.411
Si 5.065 -0.049 3.016
C 4.136 -0.797 4.511
C 6.232 -1.137 1.975
Se 3.247 0.824 1.548
H 6.386 1.684 4.337
H 5.013 2.398 3.477
H 6.482 2.003 2.614
H 4.813 -1.117 5.298
H 3.555 -1.663 4.192
H 3.452 -0.058 4.923
H 6.959 -1.647 2.600
H 6.765 -0.558 1.224
H 5.630 -1.892 1.475
Cl 2.736 0.331 -1.730
*
```

Strongest force on any atom ... 3.127 eV/Å

=====

# 2
C37H42ClNO6P2S3SeSiTc as an isolated structure in a non-equilibrium geometry. Source: the Open Molecules 2025 dataset; level of theory: ωB97M-V/def2-TZVPD.

The geometry in ORCA input format:
```
! RIJCOSX wB97M-V def2-TZVPD def2/J DEFGRID3
* xyz 0 2
Tc 0.598 0.899 0.558
C 5.253 1.978 -2.375
S 5.188 0.777 -3.735
C 3.761 1.367 -4.721
C 2.509 0.532 -4.490
C 1.986 0.761 -3.076
N 0.900 -0.166 -2.731
P -0.771 0.457 -2.821
C -0.594 1.605 -4.238
C -0.256 2.926 -3.956
C -0.046 3.831 -4.982
C -0.193 3.430 -6.300
C -0.589 2.132 -6.584
C -0.788 1.222 -5.561
C -1.604 -0.946 -3.648
C -2.993 -0.824 -3.670
C -3.780 -1.858 -4.140
C -3.186 -3.032 -4.578
C -1.807 -3.159 -4.552
C -1.016 -2.122 -4.089
P 1.093 -0.735 -1.124
C 2.766 -1.474 -1.264
C 3.753 -1.236 -0.315
C 5.033 -1.728 -0.507
C 5.335 -2.465 -1.638
C 4.351 -2.722 -2.580
C 3.072 -2.232 -2.394
C -0.025 -2.174 -1.023
C 0.459 -3.478 -0.992
C -0.421 -4.544 -0.926
C -1.787 -4.325 -0.870
C -2.272 -3.029 -0.829
C -1.396 -1.961 -0.887
H 6.197 1.799 -1.867
H 4.437 1.840 -1.669
H 5.247 2.980 -2.793
H 4.073 1.310 -5.762
H 3.590 2.411 -4.463
H 2.755 -0.523 -4.621
H 1.749 0.801 -5.227
H 1.674 1.805 -2.967
H 2.811 0.591 -2.375
H -0.163 3.238 -2.926
H 0.232 4.849 -4.753
H -0.009 4.127 -7.105
H -0.728 1.822 -7.610
H -1.086 0.208 -5.786
H -3.435 0.090 -3.292
H -4.857 -1.757 -4.151
H -3.799 -3.850 -4.929
H -1.348 -4.079 -4.886
H 0.058 -2.228 -4.063
H 3.533 -0.649 0.564
H 5.795 -1.522 0.230
H 6.338 -2.834 -1.788
H 4.587 -3.301 -3.461
H 2.302 -2.426 -3.126
H 1.523 -3.658 -1.014
H -0.036 -5.553 -0.916
H -2.471 -5.161 -0.838
H -3.333 -2.844 -0.749
H -1.791 -0.958 -0.804
O -0.397 2.545 -0.766
S -1.714 2.067 -0.336
O -2.650 1.933 -1.424
O -1.504 0.800 0.396
C -2.570 3.172 0.782
C -3.574 3.976 0.259
C -4.417 4.665 1.115
C -4.276 4.538 2.491
C -3.262 3.749 3.005
C -2.414 3.075 2.145
S -1.019 2.225 2.858
O -0.759 2.910 4.098
O 0.056 2.443 1.868
O -1.317 0.818 3.024
H -3.689 4.031 -0.813
H -5.194 5.296 0.710
H -4.952 5.051 3.158
H -3.084 3.645 4.064
C 1.550 -2.600 4.770
Si 0.326 -1.152 4.399
C 0.677 0.394 5.464
C -1.429 -1.883 4.207
Se 1.208 -0.758 2.109
H 1.400 -3.029 5.755
H 2.577 -2.263 4.691
H 1.415 -3.386 4.033
H 0.524 0.212 6.523
H 0.030 1.215 5.160
H 1.705 0.721 5.320
H -1.884 -2.119 5.163
H -1.398 -2.786 3.602
H -2.045 -1.148 3.703
Cl 2.624 1.803 0.316
*
```

Strongest force on any atom ... 3.313 eV/Å

=====

We obtain electronic energy values of -191851.2043, -191856.8135 eV for the records listed above, in that order.
We obtain ΔE to the lowest compared entry with this formula, charge and spin values of 541.2, 0.0 kJ/mol for the records listed above, in that order.